Record 1
Molecular formula: C48H140N18O18P6S4
Method: DFT, ωB97M-V/def2-TZVPD

Structure (XYZ):
```
234
Properties=species:S:1:pos:R:3:lowdin_charge:R:1
C -25.941 14.960 6.933 -0.10
N -25.148 15.508 5.858 -0.28
C -23.722 15.808 6.053 -0.10
P -25.813 15.434 4.350 0.49
O -27.296 15.343 4.443 -0.30
N -25.153 16.804 3.689 -0.32
C -25.042 16.970 2.248 -0.11
C -25.084 18.098 4.399 -0.09
N -25.245 14.281 3.334 -0.31
C -23.816 13.943 3.189 -0.07
C -26.164 13.591 2.491 -0.13
H -26.959 15.341 6.754 0.07
H -25.514 15.324 7.892 0.09
H -25.901 13.879 6.981 0.06
H -23.503 16.416 6.941 0.08
H -23.340 16.390 5.172 0.09
H -23.112 14.976 6.238 0.03
H -25.028 15.978 1.744 0.07
H -25.950 17.527 1.844 0.11
H -24.126 17.489 2.056 0.07
H -25.319 17.959 5.405 0.05
H -24.014 18.533 4.355 0.11
H -25.718 18.794 3.878 0.07
H -23.732 12.885 3.416 0.06
H -23.468 14.157 2.166 0.09
H -23.139 14.371 3.914 0.06
H -26.228 13.997 1.479 0.08
H -27.152 13.598 2.842 0.05
H -25.826 12.524 2.346 0.09
C -23.427 11.365 6.418 -0.07
N -23.670 10.509 7.653 -0.25
C -23.247 9.124 7.529 -0.12
P -24.727 11.190 8.768 0.56
O -24.588 12.654 8.807 -0.28
N -26.320 10.678 8.596 -0.28
C -26.634 9.281 8.630 -0.12
C -27.493 11.549 8.582 -0.10
N -24.267 10.446 10.200 -0.28
C -25.163 10.484 11.351 -0.10
C -22.908 10.540 10.653 -0.12
H -22.409 11.216 6.068 0.05
H -23.601 12.438 6.500 0.06
H -24.107 11.046 5.594 0.06
H -22.977 8.720 8.489 0.04
H -22.410 9.061 6.784 0.06
H -24.073 8.479 7.132 0.06
H -27.621 9.130 8.124 0.08
H -25.909 8.684 8.160 0.05
H -26.847 8.852 9.614 0.08
H -27.148 12.608 8.584 0.06
H -28.100 11.477 7.681 0.04
H -28.143 11.452 9.506 0.11
H -26.230 10.590 11.121 0.07
H -25.101 9.544 11.941 0.07
H -24.906 11.271 12.060 0.08
H -22.806 11.275 11.484 0.09
H -22.182 10.735 9.820 0.08
H -22.557 9.563 11.048 0.08
C -19.722 11.208 8.156 -0.14
N -18.797 10.929 7.143 -0.30
C -17.658 11.852 7.049 -0.09
P -18.986 9.633 6.081 0.56
O -20.279 8.951 6.319 -0.31
N -18.532 10.361 4.672 -0.28
C -18.952 11.726 4.269 -0.10
C -18.242 9.565 3.446 -0.09
N -17.806 8.424 6.256 -0.30
C -16.333 8.637 6.353 -0.10
C -18.193 7.152 6.895 -0.12
H -19.294 10.834 9.145 0.10
H -20.665 10.679 7.977 0.06
H -19.979 12.246 8.335 0.06
H -18.018 12.834 6.838 0.06
H -16.976 11.551 6.238 0.07
H -17.211 11.878 8.028 0.08
H -19.659 12.225 4.921 0.07
H -18.088 12.363 4.420 0.07
H -19.206 11.783 3.201 0.09
H -17.516 9.973 2.775 0.08
H -17.778 8.641 3.817 0.07
H -19.167 9.295 2.904 0.06
H -15.904 7.801 5.830 0.06
H -16.023 9.594 5.881 0.08
H -15.934 8.512 7.371 0.08
H -19.308 7.054 6.874 0.06
H -17.924 7.038 7.959 0.07
H -17.810 6.305 6.241 0.10
C -30.580 10.261 6.549 -0.13
N -30.880 10.760 7.880 -0.32
C -31.008 9.737 8.885 -0.10
P -31.385 12.313 8.247 0.55
O -30.759 12.896 9.474 -0.29
N -30.993 13.153 6.824 -0.29
C -29.665 13.829 6.849 -0.08
C -32.060 14.036 6.318 -0.10
N -33.039 12.234 8.465 -0.30
C -33.790 11.421 7.566 -0.16
C -33.838 13.062 9.361 -0.08
H -31.405 9.734 6.044 0.07
H -29.636 9.639 6.588 0.08
H -30.336 11.121 5.883 0.08
H -30.095 9.139 8.783 0.08
H -31.867 9.079 8.705 0.09
H -31.039 10.244 9.814 0.07
H -29.382 13.972 5.838 0.07
H -29.788 14.699 7.470 0.07
H -28.889 13.226 7.333 0.05
H -32.993 13.476 5.990 0.10
H -32.367 14.668 7.086 0.05
H -31.756 14.663 5.534 0.07
H -34.656 11.858 7.029 0.09
H -33.282 10.831 6.765 0.08
H -34.216 10.586 8.043 0.06
H -33.926 12.538 10.342 0.10
H -34.821 13.234 8.945 0.08
H -33.264 13.945 9.464 0.06
C -21.223 6.394 14.055 -0.12
N -21.609 5.463 13.021 -0.31
C -22.325 4.310 13.542 -0.11
P -20.878 5.327 11.542 0.46
O -20.132 4.100 11.444 -0.26
N -22.128 5.405 10.443 -0.29
C -23.401 6.203 10.541 -0.06
C -22.063 4.573 9.281 -0.12
N -20.006 6.727 11.242 -0.28
C -18.608 6.784 11.672 -0.09
C -20.224 7.598 10.106 -0.10
H -20.950 7.395 13.677 0.09
H -20.459 5.971 14.726 0.09
H -22.047 6.582 14.757 0.07
H -21.723 3.874 14.361 0.09
H -22.286 3.518 12.756 0.09
H -23.326 4.509 13.935 0.07
H -23.456 6.921 9.726 0.06
H -24.277 5.618 10.623 0.06
H -23.296 6.680 11.533 0.07
H -22.396 5.132 8.389 0.07
H -21.069 4.166 9.162 0.08
H -22.759 3.774 9.266 0.07
H -18.015 6.516 10.837 0.07
H -18.346 7.765 12.091 0.09
H -18.506 6.045 12.397 0.05
H -19.663 7.280 9.205 0.07
H -19.996 8.596 10.297 0.05
H -21.299 7.534 9.788 0.07
C -21.189 6.569 3.463 -0.15
N -22.438 6.533 4.160 -0.26
C -22.256 6.040 5.510 -0.11
P -23.701 7.615 3.680 0.57
O -24.497 7.819 4.881 -0.28
N -23.068 8.918 2.898 -0.28
C -21.957 9.745 3.467 -0.09
C -23.830 9.669 1.898 -0.09
N -24.584 6.797 2.426 -0.30
C -25.468 5.762 2.915 -0.14
C -23.934 6.428 1.153 -0.10
H -21.266 7.060 2.503 0.07
H -20.764 5.566 3.370 0.09
H -20.418 7.120 3.980 0.06
H -21.470 6.600 5.946 0.04
H -21.969 5.005 5.537 0.08
H -23.123 6.171 6.158 0.07
H -21.046 9.704 2.764 0.09
H -22.366 10.760 3.670 0.07
H -21.611 9.378 4.469 0.06
H -23.286 10.602 1.664 0.09
H -23.926 9.154 0.980 0.05
H -24.809 9.959 2.293 0.07
H -24.876 4.799 3.084 0.10
H -25.975 6.068 3.840 0.08
H -26.208 5.566 2.128 0.08
H -24.737 6.266 0.443 0.08
H -23.260 5.581 1.242 0.08
H -23.408 7.312 0.814 0.05
C -28.567 15.190 9.851 -0.08
C -27.332 14.682 10.522 -0.19
O -27.516 13.314 11.135 -0.28
S -27.847 13.293 12.670 0.53
C -29.426 14.108 12.818 -0.10
O -28.050 11.892 12.935 -0.30
O -26.840 13.982 13.408 -0.28
H -29.111 14.398 9.432 0.01
H -28.375 15.949 9.111 0.08
H -29.153 15.741 10.590 0.07
H -26.448 14.520 9.848 0.11
H -27.121 15.402 11.337 0.12
H -30.201 13.522 12.286 0.09
H -29.353 15.147 12.518 0.06
H -29.605 14.068 13.884 0.07
C -26.754 10.315 5.030 -0.04
C -27.078 9.364 3.895 -0.25
O -27.446 10.183 2.755 -0.28
S -28.039 9.392 1.492 0.53
C -29.518 10.335 1.299 -0.11
O -27.136 9.615 0.442 -0.26
O -28.402 8.059 1.815 -0.27
H -26.232 11.207 4.598 0.08
H -26.026 9.838 5.781 0.08
H -27.591 10.687 5.601 0.04
H -26.241 8.706 3.714 0.07
H -27.917 8.731 4.019 0.10
H -30.070 9.900 0.512 0.05
H -29.266 11.325 0.944 0.07
H -30.147 10.277 2.210 0.09
C -20.482 15.124 8.001 -0.07
C -20.936 15.046 9.471 -0.19
O -22.352 15.544 9.386 -0.31
S -23.114 16.023 10.702 0.53
C -23.652 14.451 11.195 -0.14
O -22.173 16.591 11.571 -0.26
O -24.214 16.776 10.202 -0.27
H -20.790 16.114 7.648 0.08
H -20.902 14.392 7.325 0.05
H -19.378 15.013 8.070 0.08
H -20.961 14.092 9.988 0.11
H -20.397 15.752 10.105 0.11
H -24.079 13.999 10.324 0.02
H -24.389 14.503 12.074 0.11
H -22.854 13.849 11.547 0.05
C -27.056 7.063 13.935 -0.05
C -25.634 6.966 13.416 -0.30
O -24.932 8.160 13.540 -0.27
S -24.524 8.654 15.032 0.57
C -25.683 9.965 15.388 -0.08
O -24.813 7.620 15.966 -0.27
O -23.240 9.241 14.969 -0.26
H -27.531 7.759 13.309 0.07
H -27.185 7.371 14.909 0.04
H -27.454 6.063 13.710 0.10
H -25.114 6.168 13.933 0.10
H -25.657 6.704 12.357 0.12
H -25.665 10.619 14.520 0.06
H -25.286 10.483 16.248 0.08
H -26.659 9.539 15.293 0.06
```

## Properties
ΔE to the lowest compared entry with this formula, charge and spin ... 0.000 eV
LUMO ... 0.3 eV
M ... 1571.87 g mol⁻¹
SMILES ... CN(C)P(=O)(N(C)C)N(C)C.CN(C)P(=O)(N(C)C)N(C)C.CN(C)P(=O)(N(C)C)N(C)C.CN(C)P(=O)(N(C)C)N(C)C.CN(C)P(=O)(N(C)C)N(C)C.CN(C)P(=O)(N(C)C)N(C)C.CCOS(C)(=O)=O.CCOS(C)(=O)=O.CCOS(C)(=O)=O.CCOS(C)(=O)=O
Maximum force ... 3.456 eV Å⁻¹
Electronic energy ... -7893.84626 hartree

***

Record 2
Molecular formula: C18H11Cl3F2N3OSc
Method: DFT, ωB97M-V/def2-TZVPD

Structure (XYZ):
```
39
Properties=species:S:1:pos:R:3:nbo_charge:R:1
Sc -0.992 -0.291 0.122 1.96
F -3.658 -5.039 -1.261 -0.30
C -2.549 -4.299 -1.317 0.45
C -2.536 -3.048 -0.720 -0.30
C -1.387 -2.266 -0.768 -0.51
C -0.233 -2.760 -1.432 -0.20
C -0.312 -4.028 -2.014 0.45
F 0.738 -4.565 -2.662 -0.32
C -1.449 -4.809 -1.971 -0.35
C 0.991 -1.920 -1.480 0.26
C 2.192 -2.267 -2.107 -0.23
C 3.259 -1.391 -2.088 -0.11
C 3.146 -0.159 -1.456 -0.26
C 1.941 0.136 -0.863 0.07
N 0.905 -0.716 -0.864 -0.61
H -3.441 -2.717 -0.224 0.22
H -1.464 -5.783 -2.437 0.26
H 2.287 -3.213 -2.608 0.26
H 4.182 -1.668 -2.580 0.24
H 3.956 0.554 -1.438 0.24
H 1.766 1.093 -0.381 0.21
O -0.580 0.012 2.089 -0.66
N -0.052 1.155 2.536 0.05
C -0.864 2.194 2.791 0.06
C -0.329 3.386 3.230 -0.21
C 1.041 3.491 3.415 -0.13
C 1.847 2.387 3.171 -0.20
C 1.275 1.214 2.732 0.03
H -1.916 2.017 2.624 0.26
H -0.994 4.214 3.424 0.26
H 1.476 4.421 3.751 0.25
H 2.915 2.420 3.325 0.25
H 1.811 0.299 2.529 0.25
Cl -0.760 4.922 -1.304 -0.04
C -2.314 3.967 -0.965 -0.20
Cl -3.393 4.242 -2.337 0.08
Cl -3.014 4.573 0.547 0.05
C -2.077 2.553 -0.753 0.28
N -1.413 1.688 -0.256 -0.81
```

## Properties
ΔE to the lowest compared entry with this formula, charge and spin ... 0.000 eV
LUMO (spin up / spin down) ... -3.7 / -3.7 eV
Spin multiplicity ... 2
Net charge ... +1
M ... 474.62 g mol⁻¹
Maximum force ... 1.078 eV Å⁻¹
Electronic energy ... -3272.80803 hartree

***

Record 3
Molecular formula: C38H40BCrN10
Method: DFT, ωB97M-V/def2-TZVPD

Structure (XYZ):
```
90
Properties=species:S:1:pos:R:3:lowdin_charge:R:1
Cr 0.103 0.179 -0.278 0.76
C -3.287 -1.687 3.696 -0.01
C -1.999 -1.813 2.949 -0.26
C -1.135 -2.887 2.888 0.03
C -0.055 -2.450 2.109 -0.26
N -0.260 -1.202 1.690 0.09
N -1.452 -0.817 2.221 0.02
B -1.963 0.623 1.995 -0.48
N -2.604 0.782 0.580 0.04
N -1.791 0.991 -0.493 0.01
C -2.575 1.330 -1.515 -0.23
C -3.911 1.337 -1.104 0.05
C -3.887 1.000 0.236 -0.26
C -5.023 0.880 1.198 0.00
C -2.019 1.687 -2.830 -0.17
C -0.748 2.246 -2.924 -0.05
C -0.199 2.560 -4.157 -0.07
C -0.928 2.327 -5.317 -0.07
C -2.208 1.793 -5.230 -0.07
C -2.751 1.478 -3.993 -0.03
N -0.792 1.640 2.102 0.04
N 0.255 1.710 1.213 0.04
C 0.999 2.748 1.601 -0.23
C 0.465 3.327 2.753 0.04
C -0.671 2.600 3.038 -0.25
C -1.637 2.793 4.162 -0.01
C 2.212 3.224 0.899 -0.21
C 2.205 3.520 -0.460 -0.03
C 3.356 3.973 -1.091 -0.07
C 4.528 4.139 -0.366 -0.08
C 4.540 3.862 0.995 -0.07
C 3.388 3.412 1.625 -0.04
C 1.173 -3.205 1.787 -0.17
C 1.093 -4.550 1.436 -0.04
C 2.241 -5.274 1.145 -0.08
C 3.486 -4.662 1.217 -0.09
C 3.575 -3.326 1.594 -0.08
C 2.426 -2.602 1.876 -0.04
H -3.432 -2.569 4.317 0.09
H -3.290 -0.809 4.341 0.08
H -4.142 -1.606 3.024 0.07
H -1.242 -3.836 3.391 0.12
H -2.795 0.886 2.813 0.11
H -4.776 1.599 -1.691 0.12
H -5.957 1.107 0.688 0.09
H -5.093 -0.128 1.607 0.07
H -4.910 1.568 2.036 0.09
H -0.203 2.448 -2.011 0.08
H 0.789 3.001 -4.214 0.11
H -0.507 2.573 -6.284 0.11
H -2.786 1.623 -6.129 0.11
H -3.745 1.047 -3.933 0.12
H 0.841 4.190 3.278 0.12
H -1.285 3.602 4.797 0.09
H -2.631 3.050 3.797 0.09
H -1.727 1.893 4.770 0.09
H 1.288 3.416 -1.023 0.09
H 3.334 4.210 -2.147 0.11
H 5.425 4.497 -0.857 0.11
H 5.448 3.999 1.569 0.11
H 3.398 3.183 2.684 0.12
H 0.123 -5.033 1.388 0.12
H 2.166 -6.320 0.875 0.11
H 4.383 -5.229 1.001 0.11
H 4.545 -2.851 1.688 0.11
H 2.489 -1.571 2.203 0.12
C 2.061 -2.802 -1.643 0.01
C 2.685 -1.566 -1.089 -0.37
N 2.111 -0.572 -0.424 0.02
C 3.147 0.233 0.040 -0.11
C 4.335 -0.268 -0.362 -0.05
N 4.020 -1.402 -1.080 0.12
H 1.167 -3.047 -1.076 0.07
H 2.761 -3.631 -1.545 0.09
H 1.791 -2.695 -2.694 0.08
H 2.964 1.086 0.663 0.08
H 5.345 0.071 -0.211 0.12
H 4.674 -2.038 -1.503 0.17
C -2.301 -2.451 -0.767 0.04
C -1.491 -1.949 -1.909 -0.35
N -0.473 -1.108 -1.860 0.00
C -0.063 -0.900 -3.171 -0.14
C -0.823 -1.642 -4.007 -0.06
N -1.720 -2.300 -3.189 0.13
H -3.026 -1.697 -0.450 0.09
H -1.665 -2.679 0.085 0.07
H -2.844 -3.352 -1.052 0.09
H 0.752 -0.240 -3.415 0.12
H -0.822 -1.747 -5.078 0.12
H -2.443 -2.931 -3.489 0.17
```

## Properties
ΔE to the lowest compared entry with this formula, charge and spin ... 0.000 eV
LUMO (spin up / spin down) ... -1.7 / -1.7 eV
Spin multiplicity ... 5
Net charge ... +1
M ... 699.62 g mol⁻¹
Maximum force ... 0.580 eV Å⁻¹
Electronic energy ... -3089.01288 hartree

***

Record 4
Molecular formula: C3H4Cl2O
Method: DFT, ωB97M-V/def2-TZVPD

Structure (XYZ):
```
10
Properties=species:S:1:pos:R:3:nbo_charge:R:1
Cl -0.635 -2.016 0.949 -0.01
C 0.235 -0.517 0.745 -0.26
C -0.460 0.517 -0.194 -0.09
O 0.554 0.347 -1.267 -0.51
C 1.316 -0.542 -0.436 0.06
Cl 2.774 0.240 0.037 -0.03
H 0.673 -0.238 1.620 0.22
H -1.443 0.237 -0.484 0.19
H -0.753 1.605 0.037 0.20
H 1.588 -1.478 -0.955 0.21
```

## Properties
ΔE to the lowest compared entry with this formula, charge and spin ... 1.596 eV
LUMO ... 0.9 eV
M ... 126.97 g mol⁻¹
SMILES ... Cl[C@@H]1CO[C@H]1Cl
Maximum force ... 4.317 eV Å⁻¹
Electronic energy ... -1112.28002 hartree